Here is a cluster of 9 separate species, C22H58O16 in total at a distorted geometry from OMol25. Energies are from ωB97M-V/def2-TZVPD.

```
! RIJCOSX wB97M-V def2-TZVPD def2/J DEFGRID3
* xyz 0 1
C 0.48106 3.37195 -4.31197
C 1.85354 3.01965 -4.85614
C 2.40428 2.30136 -3.64558
O 2.08082 3.01435 -2.49255
C 0.89201 3.78162 -2.86746
H -0.17389 2.51533 -4.35735
H 0.01342 4.24381 -4.84125
H 2.45942 3.91560 -5.14008
H 1.87002 2.35720 -5.76394
H 3.47784 2.15804 -3.62160
H 1.86333 1.32638 -3.61253
H 1.08189 4.86851 -2.79946
H 0.12628 3.63922 -2.06333
C -2.61698 2.45589 -1.07171
C -2.14071 3.40621 0.10404
C -2.95048 2.75623 1.25587
O -4.10761 2.14304 0.80476
C -4.04976 1.88966 -0.62557
H -1.92053 1.62858 -1.21899
H -2.70302 3.04134 -2.01175
H -2.43477 4.47017 -0.02973
H -1.08170 3.25356 0.33602
H -3.10573 3.40488 2.12233
H -2.17237 1.95407 1.66312
H -4.84299 2.51776 -1.05570
H -4.19252 0.80327 -0.81983
O -3.08188 -2.54027 -0.92243
C -1.68727 -2.58291 -1.30221
C -1.42995 -3.95417 -1.85128
O -1.45121 -4.96955 -0.84146
H -3.20953 -2.35608 0.08182
H -1.51839 -1.94625 -2.22084
H -1.05547 -2.16546 -0.53826
H -0.47528 -3.98931 -2.44045
H -2.29756 -4.11945 -2.51826
H -2.35825 -4.88604 -0.49459
O 4.75540 0.09711 2.61522
C 4.31262 -1.08586 3.34563
C 3.94543 -2.29061 2.44923
O 2.79900 -2.17656 1.61092
H 5.74669 0.14304 2.72539
H 5.08708 -1.55413 4.05088
H 3.48972 -0.80988 4.02661
H 3.83373 -3.16211 3.09658
H 4.88571 -2.51020 1.87094
H 3.16934 -1.77681 0.80143
O 3.69252 1.97954 0.59799
C 4.31350 2.04746 -0.71979
C 5.84299 2.34897 -0.63270
O 6.41854 1.12159 -0.25245
H 4.08487 1.26192 1.10057
H 4.21802 1.17496 -1.31575
H 3.75914 2.88145 -1.00106
H 5.84020 3.05922 0.18729
H 6.14892 2.80455 -1.61475
H 7.39155 1.12431 -0.04068
O 2.90065 -4.37202 -2.04778
C 2.28472 -3.16031 -1.66551
C 3.46438 -2.20660 -1.52752
O 3.11900 -1.03120 -0.79622
H 2.36121 -4.80397 -2.68074
H 1.57179 -2.77224 -2.36571
H 1.72145 -3.13644 -0.70602
H 3.82135 -1.88871 -2.52229
H 4.22570 -2.76458 -1.00875
H 2.18646 -0.92399 -0.71465
O -5.89697 -2.17029 -1.52962
C -6.20275 -1.78622 -0.21315
C -5.62258 -2.67330 0.85820
O -4.38715 -2.18241 1.37509
H -5.19387 -2.85069 -1.52011
H -5.85813 -0.74883 0.00801
H -7.28644 -1.89020 0.00001
H -5.39739 -3.63638 0.35940
H -6.28843 -2.77950 1.73278
H -4.52971 -1.26944 1.66466
O 0.56047 -0.09988 -0.35490
C 0.22771 -0.27392 1.06790
C 0.96805 0.74818 1.94463
O 0.88123 2.03512 1.23505
H 0.87625 0.84581 -0.34929
H -0.89131 -0.16527 1.24851
H 0.63754 -1.26538 1.46411
H 2.01270 0.47367 2.18439
H 0.35484 0.84468 2.84533
H 1.80426 2.27601 1.08847
O -3.79802 0.26107 5.85577
C -3.17617 -0.71561 4.96240
C -3.00735 -0.20654 3.52958
O -4.29225 0.19501 3.01032
H -4.47475 0.72497 5.34987
H -2.21717 -0.87306 5.39609
H -3.65711 -1.70320 5.03719
H -2.56351 -1.00167 2.89299
H -2.37326 0.62282 3.58976
H -4.14652 0.91837 2.36864
*
```

Computed properties:
Gap between HOMO and LUMO ... 0.370 Ha
Strongest force on any atom ... 3.9 eV Å⁻¹
Electronic energy ... -2076.66393 Ha
LUMO ... 0.01379 Eh